(1)
Below is 2 unconnected molecules or ions with the total composition C6H14N5, with properties calculated with ωB97M-V/def2-TZVPD.

For the HOMO-LUMO gap, the calculation gives 0.3346 hartree. For the molecular weight, the calculation gives 156.21 u. As for the total charge: +1. For the energy above the lowest of the compared OMol25 structures with the same formula, charge and spin, the calculation gives 0.2612 eV. As for the HOMO energy: -0.4360 Eh. Its spin multiplicity is 1. The calculation puts the lowest unoccupied orbital energy at -2.76 eV.

Element x y z (Å)
C  1.75  0.34  -1.95
C  0.56  2.17  -0.81
N  0.91  1.52  -1.90
N  -0.01  3.44  -0.93
N  0.88  1.77  0.40
H  0.41  1.76  -2.75
H  0.52  4.05  -1.54
H  -1.01  3.53  -1.08
H  1.00  0.75  0.53
H  0.47  2.29  1.16
H  2.35  0.26  -1.05
H  2.49  0.48  -2.75
H  1.20  -0.58  -2.10
C  -1.16  -0.28  2.54
C  0.19  -2.29  -0.09
C  -0.93  -1.20  1.40
C  -1.70  -2.26  1.01
N  0.27  -1.26  0.72
N  -0.97  -2.96  0.08
H  0.99  -2.62  -0.73
H  -1.26  -3.80  -0.38
H  -2.59  -2.73  1.41
H  -0.27  -0.23  3.14
H  -2.10  -0.49  3.06
H  -1.34  0.75  2.20

(2)
Below is a molecular structure, C32H41N8O5S2Tm, with properties calculated with ωB97M-V/def2-TZVPD.

For the HOMO-LUMO gap (spin up / spin down), the calculation gives 0.2585 / 0.2585 hartree. For the molecular weight, the calculation gives 850.80 u. As for the total charge: +2. For the energy above the lowest of the compared OMol25 structures with the same formula, charge and spin, the calculation gives 0.0743 eV. As for the HOMO energy (spin up / spin down): -0.4449 / -0.4448 Eh. Its spin multiplicity is 3. Its expectation value of S² is 2.00. The calculation puts the lowest unoccupied orbital energy (spin up / spin down) at -5.07 / -5.07 eV.

Element x y z (Å)
Tm  -0.06  -0.10  0.36
C  4.65  4.95  -1.83
C  3.46  4.21  -1.31
C  2.16  4.62  -1.61
C  1.07  3.90  -1.20
C  1.19  2.71  -0.47
N  0.06  1.95  -0.15
C  -1.08  2.64  0.28
C  -0.99  3.82  1.04
C  -2.09  4.49  1.50
C  -3.38  4.02  1.26
C  -4.58  4.71  1.82
C  -3.51  2.87  0.49
C  -2.39  2.20  -0.01
N  -2.66  1.12  -0.89
C  -3.62  1.12  -1.83
C  -3.62  -0.13  -2.42
C  -2.62  -0.84  -1.78
N  -2.03  -0.07  -0.84
C  2.50  2.31  -0.13
C  3.61  3.05  -0.56
N  2.78  1.19  0.69
C  3.71  1.14  1.66
C  3.73  -0.15  2.16
C  2.77  -0.83  1.43
N  2.20  -0.01  0.52
H  4.45  6.02  -1.88
H  4.88  4.60  -2.83
H  5.53  4.79  -1.20
H  2.01  5.53  -2.18
H  0.08  4.23  -1.46
H  0.00  4.21  1.24
H  -1.95  5.40  2.07
H  -4.42  5.78  1.88
H  -4.78  4.35  2.83
H  -5.47  4.52  1.22
H  -4.49  2.48  0.27
H  -4.22  1.98  -2.04
H  -4.27  -0.47  -3.21
H  -2.29  -1.85  -1.95
H  4.60  2.70  -0.31
H  4.28  2.00  1.95
H  4.37  -0.52  2.94
H  2.49  -1.87  1.48
C  2.53  -4.46  -0.39
C  1.11  -4.74  0.08
S  -0.07  -3.59  -0.71
O  0.06  -2.29  0.09
C  -1.62  -4.34  -0.05
C  -2.28  -5.20  -1.11
H  3.04  -5.38  -0.67
H  3.12  -3.99  0.39
H  2.53  -3.80  -1.25
H  0.99  -4.64  1.16
H  0.78  -5.74  -0.23
H  -2.26  -3.50  0.22
H  -1.39  -4.92  0.84
H  -2.53  -4.62  -1.99
H  -3.20  -5.62  -0.71
H  -1.64  -6.03  -1.40
C  -5.59  1.88  5.22
C  -4.68  1.25  6.25
S  -3.37  0.37  5.36
O  -3.88  -0.87  4.83
O  -2.73  1.22  4.39
C  -2.11  -0.10  6.61
C  -1.11  -1.02  5.94
N  -0.48  -0.39  4.79
C  -0.76  -0.66  3.51
N  -0.08  0.14  2.68
C  0.66  0.97  3.47
C  0.42  0.65  4.79
N  1.01  1.26  5.93
O  0.59  0.94  7.02
O  1.88  2.06  5.71
C  -1.69  -1.70  3.01
H  -6.39  2.44  5.70
H  -6.03  1.10  4.60
H  -5.01  2.54  4.58
H  -5.19  0.52  6.87
H  -4.19  2.00  6.88
H  -2.63  -0.64  7.40
H  -1.65  0.80  7.01
H  -1.63  -1.91  5.58
H  -0.33  -1.31  6.65
H  1.29  1.75  3.09
H  -2.66  -1.59  3.49
H  -1.31  -2.70  3.22
H  -1.83  -1.56  1.93

Q: Which largest force on an atom values were calculated for the entries above? A: 1.205 1.500, in eV/A.